This record from the OMol25 dataset describes a molecular structure, C3H2MgO2. The level of theory is the ωB97M-V functional and the def2-TZVPD basis.

Properties
Kohn-Sham gap (alpha / beta) (eV): 8.368 / 8.137
Electronic energy (eV): -12673.98271
Expectation value of S²: 0.750
E_LUMO (alpha / beta) (eV): -4.554 / -5.756
Total charge: +1
Multiplicity: 2
Maximum force (eV Å⁻¹): 2.3
Energy relative to the best compared isomer or geometry (same formula, charge and spin) (kcal per mole): 0.0

Positions of all 8 atoms, in Å:
Mg (4.0411, -0.3091, -0.1009)
O (1.8302, -0.4434, 0.1658)
O (-0.8900, 1.8528, 0.0180)
C (0.6752, -0.4718, 0.0678)
C (-1.3984, 0.7519, -0.0553)
C (-0.6384, -0.5050, -0.0656)
H (-2.4951, 0.6075, 0.0168)
H (-1.1246, -1.4829, -0.0465)

***

This record from the OMol25 dataset describes C3H2N2 in the gas phase. The level of theory is the ωB97M-V functional and the def2-TZVPD basis.

Properties
Kohn-Sham gap (alpha / beta) (eV): 7.856 / 7.856
Electronic energy (eV): -6116.48447
E_LUMO (alpha / beta) (eV): -0.022 / -0.023
Maximum force (eV Å⁻¹): 3.1
Energy relative to the best compared isomer or geometry (same formula, charge and spin) (kcal per mole): 138.4

Positions of all 7 atoms, in Å:
N (0.7205, -0.4766, 0.4542)
N (-1.0310, 0.2891, -0.7165)
C (-0.6174, -0.3424, 0.7235)
C (-1.1361, 0.9481, 0.3163)
C (1.4048, -0.8871, -0.4052)
H (2.2216, -1.4172, -1.0071)
H (-1.5625, 1.8861, 0.6347)

***

This record from the OMol25 dataset describes a molecular structure, C3H2N2O. The level of theory is the ωB97M-V functional and the def2-TZVPD basis.

Properties
Kohn-Sham gap (eV): 9.864
Electronic energy (eV): -8164.78045
E_LUMO (eV): -0.749
Maximum force (eV Å⁻¹): 6.4
Energy relative to the best compared isomer or geometry (same formula, charge and spin) (kcal per mole): 113.7

Positions of all 8 atoms, in Å:
O (2.1335, -0.6585, 0.3071)
N (-1.0391, 0.6473, 0.2859)
N (-2.1426, -0.0201, 0.0918)
C (-1.5167, -1.0949, 0.2755)
C (0.0193, 0.0612, -0.3690)
C (1.3491, 0.2398, 0.1718)
H (-0.3227, -0.5224, -1.3160)
H (1.5192, 1.3477, 0.5528)

***

This record from the OMol25 dataset describes C3H2N2O in the gas phase. The level of theory is the ωB97M-V functional and the def2-TZVPD basis.

Properties
Kohn-Sham gap (eV): 10.379
Electronic energy (eV): -8168.54092
E_LUMO (eV): 0.131
Maximum force (eV Å⁻¹): 3.0
Energy relative to the best compared isomer or geometry (same formula, charge and spin) (kcal per mole): 27.0

Positions of all 8 atoms, in Å:
O (0.9907, -1.9568, -0.1879)
N (-2.7014, 0.4154, 0.0409)
N (0.8522, 0.2993, 0.8012)
C (-1.5613, 0.3455, -0.0551)
C (-0.1740, 0.3007, -0.2598)
C (0.6726, -0.8811, 0.1226)
H (1.7712, 0.8278, 0.7369)
H (0.1500, 0.6492, -1.1987)